Entry from the Open Molecules 2025 dataset: a 2-piece molecular cluster, C6H12N2 overall at a distorted geometry (ωB97M-V with the def2-TZVPD basis set).

- largest force on an atom (eV Å⁻¹) = 3.16
- DFT total energy (eV) = -9393.517
- LUMO energy (eV) = 0.85
- SMILES = [H]/N=C(\C)[C@@H](C)N.C#C
- HOMO (eV) = -9.082
- total charge = 0

Each line ends with the Löwdin charge.
Positions of all 20 atoms, in Å:
1 N 0.83814 1.14938 -1.40089  0.040
2 N 0.16069 -0.84472 1.51489  0.082
3 C 0.84513 -0.19931 0.64045  -0.361
4 C -2.98402 -1.92890 -0.68642  -0.027
5 C -0.67165 1.77191 0.45959  -0.050
6 C -2.15007 -1.52223 0.08091  -0.081
7 C 2.24867 -0.55993 0.26759  -0.031
8 C 0.04224 0.64733 -0.29346  -0.431
9 H 0.44608 2.00391 -1.78007  0.074
10 H 2.75640 -1.03905 1.10355  0.078
11 H 2.23755 -1.25150 -0.57587  0.094
12 H 0.70211 -1.39720 2.17397  0.078
13 H -1.14123 -1.44557 0.81202  0.047
14 H 0.89075 0.46515 -2.14630  0.081
15 H -1.16858 1.37570 1.34017  0.074
16 H 2.78456 0.32911 -0.05488  0.073
17 H 0.05219 2.53081 0.75975  0.081
18 H -0.81363 -0.06762 -0.60156  0.107
19 H -1.41303 2.23889 -0.18746  0.078
20 H -3.66229 -2.25615 -1.42598  -0.006

Atomic forces in eV per Å
N -0.0678 0.1145 -0.1181
N 0.6503 0.9294 0.7006
C -0.3725 -1.8059 -0.2282
C 0.1853 0.2604 -0.0288
C 0.3313 0.0477 -0.2256
C 2.0874 -0.9392 1.4401
C 0.3715 0.6664 0.5386
C -1.5213 -0.4628 -0.2082
H -0.0237 -0.1822 0.0111
H 0.0318 -0.0322 -0.0258
H -0.1422 -0.0055 -0.0311
H 0.2642 -0.2365 -0.3703
H -2.8117 0.4294 -1.3880
H 0.0051 0.1501 -0.0280
H -0.0111 -0.0113 0.0004
H 0.1820 -0.0520 -0.0107
H 0.0027 0.0843 0.0965
H 1.2642 1.0609 0.0230
H -0.0486 0.0174 -0.0181
H -0.3769 -0.0331 -0.1293